Entry 1:
DFT (ωB97M-V/def2-TZVPD) results for C2H2ClP in the gas phase.

E_tot, eV: -23911.1032
Gap between HOMO and LUMO (alpha / beta), eV: 6.33 / 6.34
Total charge: 0
Multiplicity: 3
Energy above the lowest of the compared OMol25 structures with the same formula, charge and spin, kcal per mole: 62.9

```
6
Properties=species:S:1:pos:R:3:forces:R:3:mulliken_spin:R:1
C 0.191672 0.766961 0.372186 1.566 1.488 1.533 0.66
C 0.510671 -0.052216 -0.591861 -4.120 -1.940 -0.242 0.18
P -1.328997 -0.196074 -0.283780 0.877 0.221 -1.287 0.94
Cl -1.515038 -1.754285 0.913001 -0.402 -1.281 0.294 0.16
H 0.802656 1.537043 0.743069 0.324 1.957 0.773 0.03
H 1.339036 -0.301429 -1.152614 1.756 -0.444 -1.071 0.03
```
Positions in Å, forces in eV/Å.


Entry 2:
DFT (ωB97M-V/def2-TZVPD) results for a 2-piece molecular cluster, C21H10Cl6NO2 overall.

E_tot, eV: -102657.8949
Gap between HOMO and LUMO, eV: 3.13
Total charge: -1

```
40
Properties=species:S:1:pos:R:3:forces:R:3:lowdin_charge:R:1
Cl 4.377326 3.824602 3.302728 1.698 2.531 0.824 0.42
C 5.929119 5.249967 3.962884 -0.961 -1.546 -1.251 -0.85
Cl 7.418589 4.506628 3.372572 -0.221 0.073 0.189 0.69
C 5.770124 6.580768 3.240071 0.071 -0.231 -1.881 -0.47
O 5.886929 6.621825 2.025596 -0.288 0.211 1.559 0.06
C 5.602850 7.800690 4.061347 -0.651 -0.043 1.650 -0.62
Cl 5.465854 9.269328 3.230223 0.036 0.254 -0.370 0.76
C 5.503343 7.761186 5.438634 0.667 0.557 -2.362 -0.69
Cl 5.391851 9.211047 6.344507 -0.152 -0.210 -0.032 0.71
C 5.678580 6.510747 6.104097 0.282 -2.947 -0.725 -0.70
Cl 5.684203 6.469553 7.804663 -0.079 0.098 0.396 0.71
C 5.870684 5.315910 5.405430 -0.491 1.543 1.777 -0.78
Cl 6.074056 3.848081 6.238024 0.070 -0.166 0.196 0.71
C 3.348043 -2.037129 -0.020739 0.090 -0.179 -0.091 -0.13
C 1.956092 -1.951236 -0.126778 0.150 0.326 0.290 -0.11
C 1.284853 -0.899481 0.486604 0.493 0.247 0.093 -0.05
C 2.000922 0.066856 1.250765 0.624 -0.303 -0.463 -0.22
C 1.315550 1.069957 2.034802 -2.066 -0.445 0.052 -0.18
C -0.109186 0.881300 2.395667 1.270 0.631 -0.330 -0.37
O -0.884088 1.835050 2.467349 -0.366 -0.394 0.351 0.01
C -0.620705 -0.519950 2.688462 -0.448 -0.098 0.268 -0.17
C 0.191834 -1.536351 3.209848 -0.137 -0.060 0.002 -0.04
C -0.319272 -2.822371 3.398912 -0.270 0.228 -0.097 -0.09
C -1.654088 -3.097050 3.072908 0.050 0.148 0.053 -0.11
C -2.489667 -2.072997 2.613455 0.215 0.036 0.077 -0.10
C -1.981008 -0.785441 2.446456 0.406 -0.099 -0.038 -0.03
C 1.675938 2.416373 1.931987 0.244 2.134 -0.217 -0.28
N 1.863924 3.576285 1.825149 0.052 -1.997 0.277 0.08
C 3.419412 0.045404 1.216069 -0.457 -0.502 0.046 -0.04
C 4.079696 -1.031322 0.627894 -0.321 0.100 -0.116 -0.11
H 3.859946 -2.891386 -0.463709 -0.016 0.214 0.083 0.08
H 1.376120 -2.700216 -0.670224 0.282 0.151 0.086 0.09
H 0.199961 -0.811521 0.378034 0.476 -0.047 0.088 0.12
H 1.236951 -1.322316 3.450040 -0.368 -0.033 -0.138 0.12
H 0.325335 -3.610941 3.792424 -0.197 0.213 -0.126 0.10
H -2.051445 -4.104877 3.195441 0.108 0.206 -0.012 0.09
H -3.540112 -2.266995 2.380425 0.340 -0.026 0.110 0.09
H -2.621476 0.028275 2.102067 0.270 -0.184 0.070 0.11
H 3.960908 0.850057 1.727443 -0.140 -0.403 -0.171 0.10
H 5.167326 -1.096908 0.692849 -0.263 0.013 -0.119 0.09
```
Positions in Å, forces in eV/Å.


Entry 3:
DFT (ωB97M-V/def2-TZVPD) results for a 2-piece molecular cluster, C37H42N2O4 overall.

E_tot, eV: -50217.4691
Gap between HOMO and LUMO, eV: 4.48
Total charge: 0
Energy above the lowest of the compared OMol25 structures with the same formula, charge and spin, kcal per mole: 0.0

```
85
Properties=species:S:1:pos:R:3:forces:R:3:lowdin_charge:R:1
C 5.186881 1.217246 -2.899609 0.151 0.477 -0.178 -0.08
C 4.787027 -0.158759 -2.441056 -0.159 0.267 0.025 -0.23
O 3.344916 -0.175027 -2.445663 0.699 -0.605 0.091 -0.02
C 2.835795 -1.331458 -1.964151 -0.021 -0.491 0.690 -0.50
C 1.405503 -1.514776 -2.154693 0.157 1.275 -0.328 -0.08
C 0.947174 -2.836535 -2.706562 -0.288 -0.083 0.240 -0.37
C 0.874101 -3.896959 -1.609117 -0.171 -0.201 0.041 -0.06
C 1.794726 -3.372799 -3.867344 -0.091 0.119 0.058 -0.06
C 0.596874 -0.318573 -2.224691 0.671 -0.903 -0.048 -0.49
O 0.977826 0.826540 -2.046620 -0.319 0.298 -0.103 0.05
O -0.709257 -0.654124 -2.447298 -0.972 0.788 -0.153 -0.06
C -1.598335 0.421291 -2.853637 0.359 -0.720 -0.164 -0.20
C -1.764272 1.511293 -1.840984 0.171 0.687 0.290 -0.08
O 3.551000 -2.152188 -1.383141 -0.259 0.304 -0.609 0.05
H 6.278012 1.311263 -2.890357 -0.114 -0.016 -0.074 0.07
H 4.820828 1.419504 -3.913955 0.111 -0.073 0.204 0.08
H 4.778036 1.995941 -2.244217 0.022 -0.217 -0.059 0.08
H 5.145978 -0.927360 -3.144571 -0.024 0.125 0.422 0.13
H 5.165198 -0.361246 -1.427649 -0.111 -0.128 -0.376 0.12
H -0.063801 -2.624805 -3.079163 0.236 -0.384 0.033 0.13
H 0.039849 -3.667591 -0.941048 0.243 -0.143 -0.157 0.04
H 0.687193 -4.883811 -2.052777 0.053 0.075 0.202 0.08
H 1.812582 -3.918313 -1.035788 -0.250 -0.101 -0.193 0.09
H 1.834095 -2.658345 -4.693279 0.061 -0.029 0.037 0.08
H 2.814539 -3.606510 -3.540547 -0.141 0.044 -0.057 0.08
H 1.322794 -4.293530 -4.227950 0.173 0.072 -0.063 0.07
H -1.197474 0.823470 -3.792378 -0.215 0.011 0.095 0.13
H -2.553751 -0.078084 -3.033217 0.158 -0.030 -0.154 0.12
H -2.514306 2.225611 -2.188129 -0.110 -0.068 -0.029 0.08
H -2.078734 1.131995 -0.864001 0.043 0.069 -0.360 0.05
H -0.810402 2.033616 -1.752877 -0.267 0.005 0.263 0.07
C -5.769785 -2.618730 2.203218 0.255 0.188 -0.477 -0.05
N -5.115122 -2.399314 0.906054 -0.458 -0.928 0.475 -0.14
C -5.901002 -1.864193 -0.150878 0.004 0.346 -0.316 -0.25
C -6.658835 -0.698624 0.036346 0.362 0.004 -0.411 -0.03
C -7.230967 -0.072965 -1.074608 -0.226 -0.340 0.055 -0.08
C -7.172259 -0.687297 -2.330809 0.045 -0.095 0.028 -0.09
C -6.519996 -1.918174 -2.490557 -0.063 0.163 0.267 -0.08
C -5.866662 -2.500474 -1.407627 -0.042 0.418 0.510 -0.01
C -3.730125 -2.102170 0.931608 0.596 0.193 0.051 -0.22
C -2.784356 -3.140481 0.862888 -0.478 0.126 0.102 0.01
C -1.434069 -2.856986 0.798919 0.675 0.245 -0.132 -0.01
C -0.956278 -1.521972 0.763645 -1.668 0.160 0.135 -0.19
C 0.425707 -1.182632 0.606908 0.793 -0.770 0.761 0.11
C 1.069906 -0.192402 1.396021 0.427 0.853 -0.059 -0.17
C 2.384424 0.224462 1.035300 -0.031 -0.381 -0.101 0.04
C 3.138763 1.062344 1.825234 -0.174 0.082 -0.030 0.02
C 2.610426 1.556584 3.033370 -0.228 0.123 -0.167 -0.19
N 3.283290 2.534837 3.767783 0.209 -0.509 0.819 -0.10
C 2.957015 2.658348 5.194117 0.091 0.145 -0.426 -0.06
C 3.620358 3.749427 3.103362 0.362 0.647 -0.508 -0.23
C 2.819970 4.893350 3.293979 0.004 -0.380 -0.462 -0.02
C 2.998974 6.007955 2.471054 0.393 -0.145 0.289 -0.08
C 4.066255 6.039893 1.564299 -0.044 -0.093 -0.004 -0.09
C 4.933814 4.945488 1.452173 -0.259 0.035 0.318 -0.07
C 4.715895 3.798329 2.222528 -0.484 0.259 0.165 -0.02
C 1.346204 1.098508 3.463888 -0.280 -0.099 -0.239 0.00
C 0.557040 0.325545 2.628724 0.223 -0.302 -0.218 0.01
C -1.927271 -0.495355 0.943443 0.771 -0.168 0.186 -0.04
C -3.274155 -0.780567 1.064533 -0.178 -0.295 -0.150 0.01
H -5.203305 -3.373333 2.762030 -0.181 0.187 -0.038 0.09
H -5.823374 -1.691178 2.791945 -0.047 -0.159 0.119 0.08
H -6.783898 -2.984325 2.010681 0.209 0.031 0.150 0.09
H -6.732970 -0.257261 1.035653 0.086 -0.079 -0.413 0.11
H -7.742199 0.884860 -0.945438 0.106 -0.365 -0.111 0.10
H -7.655086 -0.218264 -3.190011 0.162 -0.108 0.266 0.10
H -6.521685 -2.436171 -3.449075 0.005 0.250 0.164 0.10
H -5.326451 -3.446429 -1.488351 -0.135 0.341 -0.061 0.12
H -3.158815 -4.168386 0.857034 0.232 0.332 -0.037 0.13
H -0.696796 -3.661465 0.801349 -0.356 0.179 -0.066 0.11
H 1.070290 -1.831220 0.004255 -0.274 0.121 0.445 0.10
H 2.792615 -0.154479 0.099109 -0.038 0.134 0.312 0.11
H 4.152931 1.324727 1.532851 -0.378 0.007 -0.028 0.11
H 3.762276 3.227143 5.668199 -0.165 -0.136 -0.017 0.10
H 2.013118 3.193241 5.351449 0.019 -0.129 0.199 0.08
H 2.899141 1.661192 5.641490 0.024 0.240 -0.063 0.10
H 2.015455 4.870959 4.036828 0.248 0.037 -0.436 0.11
H 2.307729 6.851177 2.561912 0.367 -0.245 -0.046 0.11
H 4.225916 6.931072 0.952035 -0.058 -0.348 0.164 0.10
H 5.784136 4.978693 0.770474 -0.257 0.036 0.164 0.11
H 5.375221 2.932125 2.157424 -0.166 0.322 -0.040 0.11
H 0.968809 1.409113 4.439985 -0.026 -0.056 -0.459 0.11
H -0.456405 0.068744 2.928362 0.305 -0.082 0.119 0.11
H -1.563437 0.533982 0.995899 -0.248 -0.344 -0.050 0.12
H -4.000945 0.005789 1.265433 0.169 -0.077 -0.287 0.12
```
Positions in Å, forces in eV/Å.


Entry 4:
DFT (ωB97M-V/def2-TZVPD) results for a 2-piece molecular cluster, C31H52BF11N6O10P overall.

E_tot, eV: -102257.0725
Gap between HOMO and LUMO, eV: 5.63
Total charge: +1
Energy above the lowest of the compared OMol25 structures with the same formula, charge and spin, kcal per mole: 0.0

```
112
Properties=species:S:1:pos:R:3:forces:R:3:lowdin_charge:R:1
C 8.850739 3.117063 1.818832 0.122 0.109 -0.084 -0.06
C 7.651204 2.281703 2.191592 0.309 -0.421 0.401 -0.20
O 6.422957 3.044168 2.249276 0.080 -0.035 -0.066 0.02
C 5.895078 3.370168 1.074970 0.111 0.488 -0.493 -0.51
O 6.338410 3.023255 0.003068 -0.009 -0.247 0.039 0.10
C 4.682406 4.248655 1.197957 -0.714 -0.029 0.731 -0.06
C 3.392239 3.548223 0.748434 -0.630 0.455 -0.253 -0.14
C 3.258955 3.493134 -0.792394 0.112 0.032 1.039 -0.11
C 2.386252 2.362271 -1.344812 1.362 0.261 -0.565 -0.17
B 2.646764 2.258317 -2.961453 -0.753 0.601 -0.613 -0.53
O 3.455405 3.213202 -3.557910 0.260 -0.681 0.555 0.17
N 2.016458 1.229480 -3.766379 0.340 0.260 -0.056 -0.12
C 1.317192 1.912644 -4.869016 -0.365 0.074 -0.004 -0.06
C 2.971137 0.194691 -4.232910 -0.711 -0.286 0.403 -0.04
C 2.733078 0.937168 -0.831437 -0.445 -0.517 -0.606 -0.22
C 4.226972 0.615390 -0.699520 -0.104 -0.536 0.355 -0.06
C 4.704437 0.198879 0.684975 0.784 -0.085 -0.326 -0.24
O 4.133000 -1.055270 1.025271 -0.165 0.299 0.193 -0.04
O 1.959528 0.596687 0.323582 0.112 0.724 -0.426 -0.06
C 0.642435 0.288181 -0.086004 -0.078 0.101 1.291 -0.23
C -0.184950 0.040239 1.190358 0.876 -0.631 -0.236 -0.10
C 0.657757 -0.629434 2.299800 -1.160 -0.019 0.038 -0.13
C -0.218078 -1.481054 3.240121 0.526 0.530 0.128 -0.07
C -1.519804 -0.827698 3.651797 0.070 -0.833 0.496 -0.44
F -1.371781 0.500841 3.876566 -0.035 0.142 -0.092 0.12
F -2.477976 -0.988815 2.704067 0.061 0.236 -0.276 0.10
C -2.100483 -1.475034 4.959829 -0.908 0.314 -0.611 -0.56
F -3.433278 -1.517731 4.867334 -0.121 0.044 0.166 0.16
F -1.677352 -2.730090 5.084060 0.258 -0.001 0.296 0.17
F -1.803725 -0.757869 6.035754 0.470 -0.218 0.132 0.18
C 0.005182 1.472820 -0.867950 -0.845 -0.411 -0.292 -0.17
N -0.520696 1.189737 -2.181985 0.449 -0.188 0.747 0.21
C -1.500746 0.460162 -2.242402 0.132 0.527 -0.721 -0.27
O -2.445490 -0.165746 -2.434310 -0.306 -0.438 0.059 0.24
N 0.969122 2.634910 -0.881830 0.053 -0.299 0.598 0.14
C 0.351522 3.906613 -1.350755 -0.566 0.062 -0.137 -0.20
O 0.747704 4.529882 -2.263870 0.200 -0.445 -0.279 0.28
C -0.826553 4.449121 -0.487506 0.263 0.618 -0.051 -0.33
F -0.812965 3.916137 0.755412 0.011 -0.492 -0.147 0.14
F -0.555921 5.751443 -0.342223 0.064 0.059 0.091 0.18
C -2.229526 4.342746 -1.188480 -0.336 0.946 0.162 -0.35
F -2.436005 5.513266 -1.807687 0.130 0.003 -0.146 0.18
F -2.251423 3.389159 -2.129649 0.131 -0.390 0.249 0.17
C -3.392972 4.170050 -0.186242 -0.428 -0.561 -0.509 -0.37
F -3.316660 2.919737 0.338929 0.112 0.006 0.187 0.13
F -3.278443 5.085413 0.774951 0.284 -0.008 0.245 0.18
C -4.778667 4.374471 -0.868150 -0.297 0.206 0.208 -0.41
O -5.189970 5.475634 -0.995888 0.058 0.107 -0.252 0.23
O -5.425569 3.255765 -1.265311 0.129 0.095 0.210 0.14
H 9.755742 2.521404 1.940146 -0.035 -0.094 -0.014 0.09
H 8.819935 3.464146 0.788988 -0.082 0.039 -0.005 0.08
H 8.947087 3.967926 2.492660 -0.075 0.060 -0.034 0.09
H 7.793010 1.893936 3.198649 -0.227 0.116 0.093 0.13
H 7.515272 1.415150 1.546724 -0.038 0.154 -0.244 0.11
H 4.786115 5.170410 0.625603 0.322 -0.119 -0.183 0.14
H 4.543347 4.553591 2.234383 0.197 -0.065 0.059 0.13
H 3.234458 2.582192 1.228745 0.308 -0.097 -0.038 0.11
H 2.580021 4.182487 1.129197 -0.027 -0.066 0.098 0.12
H 2.882599 4.465161 -1.110947 0.032 -0.053 -0.265 0.13
H 4.264639 3.446776 -1.198726 -0.053 -0.286 -0.172 0.11
H 4.385655 2.971279 -3.453835 0.109 0.499 -0.225 0.13
H 0.376882 1.409854 -5.102147 0.074 -0.163 -0.041 0.09
H 1.039293 2.929656 -4.577461 0.022 0.011 0.027 0.08
H 1.917105 2.000676 -5.776485 0.088 -0.032 0.030 0.10
H 2.861408 0.059127 -5.306315 0.251 0.100 -0.065 0.09
H 4.008630 0.425367 -3.977107 0.080 0.007 -0.208 0.09
H 2.714244 -0.763239 -3.774407 0.151 -0.059 0.016 0.09
H 2.358032 0.274215 -1.619627 -0.034 -0.019 0.019 0.13
H 4.423726 -0.271072 -1.306430 -0.064 0.048 -0.124 0.13
H 4.887636 1.391888 -1.081026 -0.133 0.217 0.129 0.11
H 4.574546 0.969525 1.448598 -0.354 -0.099 0.080 0.11
H 5.786561 0.058998 0.578413 0.043 0.161 0.058 0.12
H 4.434192 -1.268415 1.914606 -0.046 -0.162 -0.049 0.10
H 0.606193 -0.636656 -0.669596 0.305 0.208 -0.412 0.17
H -0.585774 0.970970 1.589520 -0.282 -0.038 -0.106 0.12
H -0.971938 -0.658537 0.904303 -0.361 0.355 0.038 0.13
H 1.412689 -1.281507 1.868677 0.240 0.174 0.083 0.12
H 1.096164 0.163651 2.900797 0.445 -0.107 -0.136 0.12
H 0.349143 -1.614351 4.163304 0.015 -0.246 -0.019 0.14
H -0.424794 -2.466005 2.826288 -0.155 -0.003 0.009 0.14
H -0.826175 1.804776 -0.244767 0.088 0.282 0.009 0.14
H 1.076819 2.778306 0.137844 0.152 -0.024 -0.027 0.18
H -5.762375 2.795190 -0.482009 0.092 -0.289 -0.160 0.14
O -2.776494 -5.385667 1.358683 -0.168 -2.924 -0.176 -0.28
P -4.022232 -5.360300 0.554240 -1.555 4.924 -0.572 0.64
N -3.507943 -4.739386 -0.958777 0.251 0.472 0.398 -0.30
C -4.166955 -3.840320 -1.882448 -0.371 -0.297 -0.316 -0.14
C -2.425174 -5.477035 -1.590602 0.152 -0.230 0.189 -0.13
N -4.972753 -4.221624 1.457438 0.071 0.492 -0.610 -0.29
C -5.409486 -2.919713 0.965590 -0.102 0.075 0.011 -0.13
C -4.600831 -4.131696 2.867265 0.126 -0.181 0.126 -0.14
N -5.323651 -6.329468 0.127438 1.643 -2.521 1.181 -0.33
C -5.018234 -7.744541 -0.094864 0.116 -0.044 -0.132 -0.12
C -6.486042 -5.896418 -0.602995 -0.220 0.389 -0.094 -0.11
H -4.622525 -4.367469 -2.733113 0.022 0.005 0.001 0.09
H -3.435457 -3.136034 -2.294597 0.045 -0.043 0.015 0.07
H -4.942518 -3.242737 -1.419665 -0.067 -0.198 -0.055 0.04
H -2.784287 -6.372461 -2.116315 0.049 0.057 -0.108 0.08
H -1.687369 -5.791128 -0.852420 -0.077 -0.012 0.062 0.07
H -1.908171 -4.846222 -2.317236 -0.084 0.073 -0.003 0.08
H -4.772754 -2.514200 0.180060 0.014 0.052 0.131 0.05
H -5.384478 -2.183845 1.771326 0.062 -0.110 0.106 0.08
H -6.449734 -2.935798 0.619869 0.057 -0.012 -0.183 0.08
H -3.752161 -3.457274 3.023676 0.021 -0.046 0.041 0.06
H -4.333506 -5.103905 3.273424 0.005 -0.016 -0.047 0.08
H -5.449005 -3.758350 3.444636 -0.056 0.024 -0.095 0.09
H -4.684487 -7.944454 -1.122367 -0.089 -0.030 0.001 0.08
H -5.896908 -8.360662 0.104626 -0.046 0.066 -0.004 0.08
H -4.231775 -8.079661 0.583854 0.001 0.074 -0.002 0.08
H -6.410989 -6.163438 -1.664336 0.065 0.033 0.008 0.09
H -6.661406 -4.825326 -0.539065 0.156 0.023 0.114 0.06
H -7.373096 -6.388414 -0.195076 0.038 -0.034 0.007 0.09
```
Positions in Å, forces in eV/Å.


Question: Among the records above, which one has the highest total charge?
Answer: C31H52BF11N6O10P